[1]
71
Properties=species:S:1:pos:R:3 method="wB97M-V/def2-TZVPD" lumo_energy_ev=-9.799 charge=+3 de_lowest_kcal_mol=39.9 homo_lumo_gap_ev=5.70 fmax_ev_per_a=3.983
Ga 0.764 -0.004 -1.483
P -0.209 -0.088 3.896
P 1.481 -1.928 -0.366
P -1.294 1.230 -0.112
H 0.450 -3.278 -3.580
C 0.174 -2.614 -4.436
C 1.083 -1.676 -4.739
H 2.144 -1.739 -4.370
C -1.528 -1.095 4.541
C 1.413 -0.696 4.379
C -0.368 1.603 4.499
C 2.253 -2.898 -1.689
C 2.701 -1.890 0.980
C 0.136 -2.870 0.398
C -2.063 2.363 -1.342
C -1.497 2.255 1.416
C -2.579 -0.010 0.279
H -0.791 -2.795 -4.986
H 0.847 -0.876 -5.440
H -1.606 -0.932 5.619
H -1.331 -2.147 4.343
H -2.474 -0.813 4.078
H 1.455 -0.836 5.477
H 2.145 0.057 4.041
H 1.592 -1.651 3.862
H -0.770 1.613 5.538
H -1.066 2.169 3.855
H 0.631 2.086 4.504
H 2.913 -3.669 -1.256
H 2.875 -2.216 -2.295
H 1.538 -3.374 -2.379
H 2.991 -2.890 1.337
H 2.320 -1.296 1.818
H 3.615 -1.416 0.632
H 0.534 -3.744 0.924
H -0.619 -3.213 -0.309
H -0.370 -2.243 1.149
H -2.638 3.205 -0.925
H -2.741 1.743 -1.941
H -1.279 2.751 -2.008
H -2.146 3.122 1.213
H -0.512 2.617 1.723
H -1.935 1.683 2.248
H -3.575 0.338 -0.027
H -2.582 -0.189 1.365
H -2.344 -0.946 -0.237
C -1.089 0.273 -3.753
C -1.753 -0.867 -3.237
C -3.080 -1.121 -3.594
C -3.655 -0.353 -4.625
C -2.923 0.646 -5.291
C -1.638 0.942 -4.857
O 0.066 0.764 -3.229
H -0.171 -0.217 2.468
H -1.209 -1.622 -2.669
H -3.600 -1.994 -3.151
H -4.662 -0.614 -4.977
H -3.357 1.184 -6.154
H -1.050 1.761 -5.240
N 3.477 3.853 4.536
C 3.185 3.361 3.508
C 2.794 2.740 2.249
C 1.678 3.190 1.528
C 1.365 2.615 0.293
N 1.978 1.513 -0.173
C 3.041 1.086 0.516
C 3.420 1.587 1.754
H 1.083 4.047 1.869
H 0.575 3.043 -0.333
H 3.660 0.348 0.007
H 4.126 1.035 2.362

***

[2]
23
Properties=species:S:1:pos:R:3 method="wB97M-V/def2-TZVPD" lumo_energy_ev="-0.290 / -1.421" homo_lumo_gap_ev="8.15 / 6.36" fmax_ev_per_a=6.493
C -1.342 1.040 0.077
C -1.683 0.189 -1.123
C -1.864 -1.985 -0.163
C -0.215 0.383 0.888
C 1.958 1.018 -0.906
C 2.544 -0.674 1.288
N -2.294 -0.946 -0.671
O 0.803 -1.630 -0.685
P 1.186 -0.419 0.028
I -4.985 -0.493 -0.362
H -0.932 1.963 -0.252
H -2.178 1.378 0.686
H -2.484 0.667 -1.777
H -0.667 0.023 -1.632
H -0.519 -0.592 1.524
H -2.281 -2.802 0.254
H 0.327 1.027 1.611
H 1.470 1.868 -0.550
H 3.029 1.143 -0.726
H 1.951 0.769 -1.984
H 3.395 -0.508 0.690
H 2.446 0.199 1.990
H 2.335 -1.621 1.794

***

[3]
13
Properties=species:S:1:pos:R:3 method="wB97M-V/def2-TZVPD" smiles="C[C@@]1(C=O)CN1" lumo_energy_ev=0.968 de_lowest_kcal_mol=51.2 homo_lumo_gap_ev=10.83 fmax_ev_per_a=0.477
C 0.325 1.153 -0.954
C 0.079 -0.119 -0.176
C 1.202 -0.564 0.704
O 1.681 -1.661 0.844
C -1.151 -0.287 0.643
N -1.024 -0.926 -0.662
H 1.123 1.010 -1.692
H -0.588 1.421 -1.492
H 0.609 1.977 -0.292
H 1.486 0.292 1.359
H -1.054 -0.941 1.510
H -1.795 0.575 0.781
H -0.894 -1.929 -0.574

***

[4]
44
Properties=species:S:1:pos:R:3 method="wB97M-V/def2-TZVPD" lumo_energy_ev="-3.798 / -7.362" spin_multiplicity=2 charge=+1 homo_lumo_gap_ev="9.41 / 5.85" fmax_ev_per_a=2.853
C -2.450 3.454 0.789
C -1.793 2.329 1.245
N -1.169 1.460 0.455
H -2.585 3.670 -0.271
H -3.065 4.162 1.330
H -2.065 1.932 2.217
H -0.943 1.840 -0.473
H -0.390 0.919 0.864
H 2.626 2.131 -1.031
H 4.005 2.372 -1.511
O 3.368 2.741 -0.876
H -3.059 -0.865 0.823
H -2.577 0.209 -0.206
O -3.161 -0.533 -0.073
H 1.488 -1.578 0.151
H 1.989 -0.370 0.968
O 1.205 -0.733 0.543
H -1.834 -2.919 -0.375
H -0.526 -3.621 -0.404
O -1.350 -3.569 -0.891
H -0.356 -2.537 -4.036
H -1.275 -2.447 -2.846
O -0.617 -1.937 -3.341
H 0.834 -0.020 3.164
H 0.043 -0.370 4.387
O -0.065 -0.016 3.498
H 0.155 0.796 -2.651
H 0.710 0.325 -1.131
O 0.336 0.982 -1.733
H -4.546 -0.595 -2.522
H -3.340 -1.443 -2.101
O -3.993 -1.325 -2.796
H -0.804 -1.746 2.236
H -0.109 -2.963 1.836
O -0.706 -2.309 1.448
H 2.209 -1.470 -3.117
H 1.066 -1.667 -2.184
O 2.029 -1.578 -2.178
H 3.999 3.281 1.840
H 4.107 2.454 0.712
O 4.212 2.359 1.694
H 2.995 0.529 3.527
H 3.217 0.712 1.936
O 2.677 0.329 2.649

***

[5]
97
Properties=species:S:1:pos:R:3 method="wB97M-V/def2-TZVPD" smiles="COC[C@H](C)N.COC[C@H](C)N.COC[C@H](C)N.COC[C@H](C)N.ClC(Cl)Cl.CN(C)C=O.CN(C)C=O" lumo_energy_ev=0.137 de_lowest_kcal_mol=14.3 homo_lumo_gap_ev=9.08 fmax_ev_per_a=2.941
C -0.320 -0.451 1.402
O 0.937 -0.533 0.650
C 1.847 -1.577 1.132
C 3.105 -1.676 0.247
C 4.162 -2.633 0.731
N 3.630 -0.367 0.057
H -0.645 -1.473 1.595
H -1.077 -0.030 0.740
H -0.326 0.133 2.322
H 2.194 -1.521 2.164
H 1.246 -2.484 1.064
H 2.828 -2.014 -0.752
H 3.775 -3.647 0.837
H 4.607 -2.266 1.656
H 4.930 -2.697 -0.040
H 3.921 0.075 0.917
H 2.863 0.232 -0.212
C -3.192 -2.147 -5.203
O -3.947 -2.887 -4.254
C -3.345 -4.183 -3.897
C -4.238 -4.945 -2.951
C -4.273 -4.414 -1.453
N -3.670 -6.284 -2.881
H -2.136 -1.979 -4.992
H -3.567 -1.149 -5.430
H -3.209 -2.665 -6.162
H -3.131 -4.719 -4.821
H -2.397 -3.916 -3.430
H -5.253 -4.966 -3.348
H -4.913 -5.099 -0.897
H -4.699 -3.416 -1.349
H -3.268 -4.363 -1.035
H -3.538 -6.662 -3.808
H -2.709 -6.197 -2.583
C 0.311 4.397 -2.261
O 0.593 5.770 -2.299
C 1.348 6.251 -3.369
C 1.687 7.748 -3.029
C 0.393 8.549 -2.913
N 2.524 8.283 -4.090
H -0.525 4.187 -2.928
H 0.073 4.319 -1.200
H 1.185 3.767 -2.427
H 2.270 5.671 -3.314
H 0.849 6.127 -4.330
H 2.198 7.855 -2.072
H -0.326 8.155 -2.196
H -0.131 8.546 -3.869
H 0.620 9.563 -2.584
H 3.381 7.760 -3.973
H 2.162 8.139 -5.022
C -5.165 2.873 2.925
O -5.477 2.306 1.618
C -6.425 3.108 0.889
C -6.818 2.475 -0.414
C -5.646 2.200 -1.324
N -7.752 3.361 -1.065
H -6.019 3.363 3.392
H -4.329 3.571 2.891
H -4.845 2.086 3.608
H -7.348 3.234 1.454
H -5.983 4.083 0.685
H -7.277 1.510 -0.202
H -6.131 1.740 -2.185
H -4.918 1.475 -0.959
H -5.173 3.168 -1.491
H -8.330 2.899 -1.752
H -8.456 3.568 -0.371
Cl -2.214 -3.796 5.411
C -0.721 -4.115 6.349
Cl -0.171 -2.671 7.186
Cl 0.423 -4.768 5.175
H -0.968 -4.830 7.134
C 8.326 -6.712 1.043
N 7.942 -7.121 -0.366
C 7.135 -8.341 -0.496
C 8.239 -6.377 -1.446
O 8.062 -6.598 -2.625
H 8.964 -7.526 1.388
H 7.440 -6.674 1.676
H 8.913 -5.797 0.975
H 7.685 -9.203 -0.119
H 6.165 -8.247 -0.007
H 7.015 -8.602 -1.548
H 8.812 -5.481 -1.162
C 0.434 3.729 5.107
N 1.742 3.166 4.763
C 2.426 2.348 5.831
C 2.322 3.365 3.568
O 3.427 3.004 3.261
H 0.606 4.613 5.721
H -0.111 3.017 5.726
H -0.104 4.083 4.227
H 2.706 2.985 6.671
H 1.800 1.609 6.332
H 3.316 1.816 5.495
H 1.677 3.944 2.889

***

[6]
9
Properties=species:S:1:pos:R:3 method="wB97M-V/def2-TZVPD" smiles="O=C1ON1CS" lumo_energy_ev=0.651 de_lowest_kcal_mol=100.9 homo_lumo_gap_ev=10.04 fmax_ev_per_a=4.478
O 0.456 2.600 -3.061
C -0.118 2.432 -2.067
O -0.822 2.776 -1.052
N -0.651 1.274 -1.308
C -0.541 0.271 -0.142
S 0.975 0.492 0.853
H -1.334 0.573 0.554
H -0.667 -0.710 -0.555
H 1.860 0.074 -0.037

***

[7]
75
Properties=species:S:1:pos:R:3 method="wB97M-V/def2-TZVPD" lumo_energy_ev="-0.825 / -0.850" spin_multiplicity=3 de_lowest_kcal_mol=0.0 homo_lumo_gap_ev="6.63 / 7.23" fmax_ev_per_a=0.773
W 0.026 -0.141 0.573
S -2.226 -0.135 -0.291
C -2.987 -1.509 0.486
C -4.356 -1.740 0.310
C -4.973 -2.811 0.927
C -4.236 -3.679 1.732
C -2.884 -3.465 1.910
C -2.259 -2.382 1.291
S -0.525 -2.130 1.543
H -4.924 -1.068 -0.321
H -6.032 -2.977 0.778
H -4.717 -4.520 2.212
H -2.299 -4.134 2.529
N 0.813 -0.520 -1.251
C 1.320 -0.713 -2.288
C 1.910 -0.938 -3.494
C 3.328 -1.006 -3.563
N 4.477 -1.062 -3.605
C 1.093 -1.079 -4.649
N 0.431 -1.195 -5.584
O 1.481 1.758 0.213
C 2.261 1.192 1.025
O 1.966 0.028 1.458
C 3.477 1.888 1.516
C 4.226 1.335 2.546
C 5.316 2.029 3.050
C 5.654 3.267 2.522
C 4.911 3.813 1.481
C 3.818 3.126 0.978
H 3.944 0.369 2.942
H 5.904 1.605 3.853
H 6.505 3.806 2.917
H 5.188 4.771 1.060
H 3.228 3.529 0.167
O -0.448 1.229 1.962
P -1.282 2.477 2.236
N -2.473 2.048 3.257
C -3.127 0.732 3.221
C -3.544 0.548 4.671
C -3.967 1.957 5.109
C -3.185 2.926 4.195
N -0.387 3.600 3.012
C 0.345 4.639 2.252
C 1.300 5.217 3.288
C 1.686 3.991 4.112
C 0.373 3.220 4.229
N -1.872 3.113 0.865
C -1.199 3.242 -0.437
C -2.357 3.368 -1.421
C -3.401 4.138 -0.617
C -3.298 3.507 0.769
H -2.441 -0.030 2.861
H -3.996 0.749 2.552
H -2.687 0.206 5.252
H -4.342 -0.186 4.780
H -3.753 2.139 6.161
H -5.038 2.097 4.966
H -2.475 3.546 4.741
H -3.873 3.593 3.669
H -0.351 5.375 1.850
H 0.909 4.193 1.425
H 0.779 5.951 3.907
H 2.157 5.702 2.824
H 2.099 4.236 5.089
H 2.425 3.398 3.570
H -0.190 3.525 5.115
H 0.523 2.140 4.271
H -0.564 2.385 -0.661
H -0.565 4.134 -0.456
H -2.734 2.376 -1.671
H -2.054 3.866 -2.341
H -4.408 4.057 -1.021
H -3.138 5.196 -0.566
H -3.932 2.619 0.848
H -3.574 4.206 1.560

***

[8]
11
Properties=species:S:1:pos:R:3 method="wB97M-V/def2-TZVPD" lumo_energy_ev="-0.089 / -0.089" de_lowest_kcal_mol=108.5 homo_lumo_gap_ev="7.32 / 7.32" fmax_ev_per_a=5.570
C 0.578 1.245 0.157
C -0.445 -0.761 0.618
N 0.353 -1.514 -0.135
N -1.851 -0.277 -0.778
N -1.480 0.771 -0.981
O -0.923 -0.655 1.685
H 1.330 -1.258 -0.197
H -0.048 -1.977 -0.937
H 0.162 2.156 0.577
H 0.980 1.423 -0.837
H 1.345 0.847 0.828

***

[9]
15
Properties=species:S:1:pos:R:3 method="wB97M-V/def2-TZVPD" smiles=C[C@]1(F)[C@@H]([NH3+])[C@@H]1F lumo_energy_ev=-3.831 charge=+1 de_lowest_kcal_mol=55.8 homo_lumo_gap_ev=10.19 fmax_ev_per_a=4.139
C 0.998 -0.609 -1.712
C 0.268 -0.555 -0.464
F -0.942 -1.238 -0.495
C -0.131 0.834 0.661
N -1.593 0.828 0.885
C 0.664 -0.306 0.982
F 1.944 -0.101 1.178
H 1.686 0.173 -1.821
H 0.452 -0.577 -2.596
H 1.548 -1.536 -1.806
H 0.450 1.742 0.631
H -1.686 1.272 1.790
H -1.914 -0.169 1.088
H -1.943 1.184 0.014
H 0.198 -0.943 1.665

***

[10]
21
Properties=species:S:1:pos:R:3 method="wB97M-V/def2-TZVPD" smiles=CNC(CO)CO.O lumo_energy_ev=0.681 de_lowest_kcal_mol=88.0 homo_lumo_gap_ev=10.31 fmax_ev_per_a=3.510
C 0.145 1.840 -1.138
N -0.614 0.597 -0.929
C 0.274 -0.225 -0.010
C -0.712 -1.247 0.575
O -0.285 -2.248 1.424
C 1.448 -1.111 -0.554
O 2.677 -0.234 -0.505
H -0.529 2.641 -1.444
H 0.893 1.811 -1.881
H 0.454 2.377 -0.167
H -0.674 0.179 -1.844
H 0.706 0.463 0.731
H -0.850 -2.059 -0.185
H -1.543 -0.669 1.086
H -0.074 -2.230 2.320
H 1.304 -1.394 -1.625
H 1.458 -2.014 0.129
H 3.523 -0.786 -0.619
O -2.754 2.243 0.980
H -2.527 1.330 0.923
H -1.875 2.543 0.650

***

[11]
21
Properties=species:S:1:pos:R:3 method="wB97M-V/def2-TZVPD" smiles=CC[C@H](C)O.O.O lumo_energy_ev=0.558 de_lowest_kcal_mol=32.0 homo_lumo_gap_ev=10.46 fmax_ev_per_a=1.976
C -0.864 2.138 -0.608
C -1.182 0.895 0.213
C -2.150 0.014 -0.649
C -3.290 -0.560 0.212
O -1.284 -0.983 -1.221
H 0.183 2.440 -0.474
H -1.528 2.976 -0.370
H -0.895 2.001 -1.686
H -0.327 0.245 0.383
H -1.579 1.050 1.213
H -2.573 0.446 -1.561
H -4.130 0.101 0.036
H -3.496 -1.604 -0.061
H -3.024 -0.685 1.263
H -1.501 -1.893 -1.025
O 3.182 -2.208 -0.471
H 3.121 -1.323 -0.113
H 3.751 -2.649 0.170
O 5.860 -0.573 1.537
H 6.096 0.030 2.252
H 5.631 0.141 0.959

***

[12]
18
Properties=species:S:1:pos:R:3 method="wB97M-V/def2-TZVPD" smiles="CC(N)=O.CC(N)=O" lumo_energy_ev=0.578 de_lowest_kcal_mol=15.4 homo_lumo_gap_ev=10.48 fmax_ev_per_a=1.004
C 3.037 -1.216 1.675
C 2.274 0.050 1.445
N 2.076 0.434 0.120
O 1.904 0.762 2.348
H 4.051 -1.166 1.285
H 2.517 -2.062 1.229
H 3.127 -1.392 2.742
H 1.376 1.171 0.065
H 1.828 -0.304 -0.540
C -3.568 0.449 -1.282
C -2.239 0.393 -0.573
N -1.143 0.384 -1.378
O -2.151 0.408 0.635
H -4.354 0.046 -0.657
H -3.561 -0.094 -2.231
H -3.793 1.480 -1.547
H -0.228 0.403 -0.960
H -1.156 0.255 -2.375